No. 1
Formula: C24H43FNO17
Source: the Open Molecules 2025 dataset
Level of theory: ωB97M-V/def2-TZVPD

## Properties
Gap between HOMO and LUMO in eV: 8.067
Energy in eV: -64591.4598
Net charge: +1
LUMO in eV: -4.1
M in g/mol: 636.596

Cartesian coordinates (Å):
O 1.550 2.579 0.081
O 0.188 2.249 -0.195
C 0.225 1.384 -1.297
C 0.302 -0.073 -0.868
C 0.435 -0.448 0.459
C 0.532 -1.792 0.766
C 0.500 -2.750 -0.235
N 0.336 -2.361 -1.510
C 0.304 -3.385 -2.583
C 1.621 -3.404 -3.373
C 1.665 -2.418 -4.533
F 0.410 -2.270 -5.093
C 0.234 -1.069 -1.838
H 1.628 2.463 1.037
H -0.658 1.542 -1.909
H 1.122 1.589 -1.877
H 0.454 0.292 1.241
H 0.637 -2.113 1.789
H 0.601 -3.794 0.005
H 0.207 -4.352 -2.107
H -0.562 -3.217 -3.210
H 1.873 -4.418 -3.664
H 2.406 -3.088 -2.686
H 1.934 -1.438 -4.136
H 2.423 -2.670 -5.267
H 0.091 -0.813 -2.876
C -2.018 0.387 6.493
O -1.401 0.739 5.247
C -1.187 2.044 5.087
O -1.464 2.908 5.872
O -0.626 2.234 3.887
C -0.378 3.615 3.583
H -2.135 -0.692 6.482
H -1.383 0.675 7.328
H -2.994 0.857 6.582
H 0.312 4.048 4.305
H -1.309 4.178 3.569
H 0.067 3.637 2.592
C -2.613 -0.728 2.361
O -3.912 -1.223 2.062
C -4.353 -0.860 0.855
O -3.726 -0.219 0.049
O -5.578 -1.338 0.696
C -6.186 -1.023 -0.562
H -2.342 -1.087 3.350
H -1.876 -1.081 1.644
H -2.611 0.362 2.375
H -5.608 -1.443 -1.382
H -6.281 0.054 -0.682
H -7.172 -1.475 -0.544
C 4.160 -3.248 0.734
O 3.764 -4.604 0.923
C 4.749 -5.492 0.712
O 5.870 -5.215 0.386
O 4.259 -6.707 0.920
C 5.208 -7.767 0.735
H 3.279 -2.643 0.934
H 4.952 -2.962 1.423
H 4.487 -3.080 -0.292
H 6.036 -7.663 1.432
H 5.578 -7.774 -0.288
H 4.675 -8.690 0.937
C -4.056 4.577 6.229
O -3.855 5.988 6.348
C -4.056 6.662 5.220
O -4.361 6.184 4.156
O -3.855 7.955 5.464
C -4.040 8.806 4.330
H -3.844 4.151 7.205
H -5.087 4.361 5.953
H -3.374 4.156 5.502
H -5.061 8.738 3.961
H -3.338 8.550 3.539
H -3.845 9.817 4.674
C 1.207 -0.794 -8.033
O 2.631 -0.761 -7.914
C 3.176 0.425 -8.204
O 2.573 1.411 -8.531
O 4.494 0.321 -8.060
C 5.215 1.525 -8.348
H 0.894 -1.800 -7.768
H 0.747 -0.087 -7.345
H 0.898 -0.581 -9.054
H 4.910 2.324 -7.675
H 5.058 1.827 -9.381
H 6.264 1.296 -8.192

Charges computed using Mulliken, reported in e:
1 O -0.392
2 O -0.195
3 C -0.800
4 C 0.332
5 C 0.048
6 C -1.049
7 C -0.188
8 N 0.109
9 C -0.928
10 C -0.361
11 C -0.425
12 F -0.293
13 C -0.601
14 H 0.306
15 H 0.454
16 H 0.463
17 H 0.441
18 H 0.633
19 H 0.448
20 H 0.367
21 H 0.527
22 H 0.409
23 H 0.230
24 H 0.279
25 H 0.395
26 H 0.725
27 C -0.731
28 O -0.254
29 C 0.708
30 O -0.556
31 O -0.174
32 C -0.495
33 H 0.231
34 H 0.328
35 H 0.324
36 H 0.363
37 H 0.267
38 H 0.007
39 C -0.139
40 O -0.367
41 C 0.781
42 O -0.558
43 O -0.347
44 C -0.622
45 H 0.272
46 H -0.060
47 H 0.237
48 H 0.288
49 H 0.300
50 H 0.224
51 C -0.451
52 O -0.275
53 C 0.754
54 O -0.520
55 O -0.319
56 C -0.633
57 H -0.034
58 H 0.386
59 H 0.297
60 H 0.302
61 H 0.298
62 H 0.224
63 C -0.268
64 O -0.332
65 C 0.819
66 O -0.560
67 O -0.334
68 C -0.623
69 H 0.223
70 H 0.341
71 H -0.047
72 H 0.293
73 H 0.288
74 H 0.220
75 C -0.646
76 O -0.314
77 C 0.780
78 O -0.528
79 O -0.318
80 C -0.629
81 H 0.153
82 H 0.292
83 H 0.388
84 H 0.295
85 H 0.299
86 H 0.220

***

No. 2
Formula: C14H16O
Source: the Open Molecules 2025 dataset
Level of theory: ωB97M-V/def2-TZVPD

## Properties
Gap between HOMO and LUMO (alpha / beta) in eV: 7.678 / 4.035
Energy in eV: -16816.3219
Spin multiplicity: 2
Energy above the lowest of the compared OMol25 structures with the same formula, charge and spin in kcal/mol: 29.75
Net charge: +1
LUMO (alpha / beta) in eV: -3.9 / -7.6
M in g/mol: 200.281

Cartesian coordinates (Å):
C 0.044 3.107 0.862
C -2.851 1.984 -1.356
C -3.523 1.136 -0.515
C -1.722 2.655 -0.903
C -1.174 2.393 0.334
C -3.052 0.924 0.777
C -1.816 1.433 1.123
H -3.220 2.307 -2.317
H -4.392 0.576 -0.844
H -1.338 3.454 -1.528
H -3.602 0.386 1.539
H 0.975 2.546 0.749
H -0.151 3.522 1.847
H -1.394 1.116 2.081
H 0.247 3.955 0.194
C 4.029 -1.204 1.423
C 0.493 -2.032 -0.738
C 0.426 -1.090 0.331
C 1.758 -2.483 -1.234
C 1.567 -0.904 1.046
C 2.892 -2.153 -0.608
C 2.808 -1.430 0.624
O -0.625 -2.287 -1.419
H -0.528 -0.565 0.419
H -0.928 -3.213 -1.309
H 1.666 -3.039 -2.160
H 1.421 -0.430 2.009
H 3.860 -2.425 -0.998
H 3.941 -1.777 2.356
H 4.195 -0.162 1.688
H 4.894 -1.585 0.885

Charges computed using natural (NBO), reported in e:
1 C -0.637
2 C -0.204
3 C -0.218
4 C -0.202
5 C -0.031
6 C -0.207
7 C -0.248
8 H 0.225
9 H 0.223
10 H 0.215
11 H 0.222
12 H 0.209
13 H 0.232
14 H 0.203
15 H 0.226
16 C -0.681
17 C 0.471
18 C -0.185
19 C -0.208
20 C -0.194
21 C -0.180
22 C 0.228
23 O -0.624
24 H 0.285
25 H 0.530
26 H 0.256
27 H 0.252
28 H 0.251
29 H 0.275
30 H 0.271
31 H 0.242

***

No. 3
Formula: C7H14AlNO
Source: the Open Molecules 2025 dataset
Level of theory: ωB97M-V/def2-TZVPD

## Properties
Gap between HOMO and LUMO in eV: 3.631
Energy in eV: -17597.5368
Energy above the lowest of the compared OMol25 structures with the same formula, charge and spin in kcal/mol: 17.61
Net charge: +2
LUMO in eV: -13.4
M in g/mol: 155.177

Cartesian coordinates (Å):
Al 3.319 0.376 3.054
C 3.048 0.958 -1.791
C 2.121 -0.064 -1.019
C 2.247 -1.402 -1.845
O 2.486 -0.205 0.203
H 2.695 1.907 -1.383
H 2.863 0.845 -2.857
H 4.110 0.738 -1.677
H 1.082 0.286 -1.054
H 1.722 -1.360 -2.808
H 1.530 -2.097 -1.390
H 3.291 -1.640 -2.020
C -4.092 0.253 0.617
C -2.765 0.665 1.272
C -1.688 -0.409 1.373
C -0.460 -0.001 2.069
N 0.454 0.306 2.695
H -3.904 -0.300 -0.310
H -4.694 1.137 0.447
H -4.634 -0.520 1.167
H -2.974 1.040 2.275
H -2.405 1.490 0.655
H -1.363 -0.714 0.373
H -1.990 -1.287 1.953

Charges computed using natural (NBO), reported in e:
1 Al 0.990
2 C -0.440
3 C 0.094
4 C -0.480
5 O -0.110
6 H 0.297
7 H 0.283
8 H 0.271
9 H 0.217
10 H 0.287
11 H 0.296
12 H 0.271
13 C -0.605
14 C -0.389
15 C -0.516
16 C 0.422
17 N -0.508
18 H 0.205
19 H 0.243
20 H 0.225
21 H 0.228
22 H 0.209
23 H 0.233
24 H 0.277